1.
Here is a 7-piece molecular cluster, C14H42O14 overall in a non-equilibrium geometry from OMol25. Energies are from wB97M-V/def2-TZVPD.

Geometry as XYZ:
```
70
Properties=species:S:1:pos:R:3:forces:R:3:lowdin_charge:R:1
C 0.839 0.396 0.208 0.64 0.06 -0.89 -0.242
C -0.553 0.900 0.449 -0.88 -0.43 0.26 -0.193
O -1.498 0.470 -0.538 0.53 -0.15 0.25 -0.080
O 0.924 -1.026 0.235 -0.18 0.12 0.04 -0.059
H 1.579 0.821 0.891 -0.30 0.11 0.27 0.082
H 1.166 0.736 -0.784 -0.13 -0.20 0.00 0.120
H -0.592 1.981 0.434 0.23 0.12 0.25 0.093
H -0.908 0.516 1.416 0.08 0.30 0.10 0.121
H -1.470 -0.500 -0.550 -0.17 -0.13 -0.28 0.053
H 1.224 -1.269 1.122 0.02 -0.01 -0.03 0.050
C 0.106 0.245 -3.576 0.40 -0.08 0.44 -0.279
C 0.117 -0.151 -5.036 -0.81 -0.30 -0.11 -0.265
O 1.409 -0.359 -5.560 0.19 -0.07 -0.07 -0.062
O -1.162 0.770 -3.277 -0.05 0.08 -0.17 -0.067
H 0.921 0.959 -3.353 -0.17 0.17 -0.27 0.115
H 0.339 -0.629 -2.949 -0.13 -0.03 -0.10 0.116
H -0.486 0.551 -5.625 0.32 0.31 0.10 0.121
H -0.439 -1.089 -5.134 0.30 -0.08 -0.01 0.122
H 1.877 0.481 -5.564 -0.03 0.01 0.02 0.083
H -1.301 0.716 -2.319 -0.02 0.04 0.10 0.034
C 0.722 5.006 0.576 0.20 0.71 0.30 -0.249
C -0.386 5.426 -0.344 -0.32 -0.04 -0.73 -0.254
O -1.552 4.622 -0.278 0.05 0.17 0.30 -0.049
O 1.138 3.697 0.233 -0.07 -0.20 -0.11 -0.065
H 0.402 5.085 1.622 -0.06 -0.25 -0.05 0.125
H 1.530 5.738 0.433 0.07 -0.16 0.03 0.121
H -0.009 5.455 -1.377 0.05 -0.15 0.10 0.124
H -0.700 6.446 -0.121 0.03 -0.02 0.22 0.122
H -1.291 3.699 -0.333 0.07 -0.07 -0.16 0.056
H 1.826 3.400 0.835 0.01 0.11 0.03 0.083
C 4.974 -0.853 0.636 0.14 -0.38 0.63 -0.221
C 4.473 0.558 0.742 0.05 0.19 -0.67 -0.253
O 5.528 1.485 0.499 -0.44 0.14 0.32 -0.053
O 5.619 -1.281 1.851 -0.08 0.04 -0.28 -0.067
H 5.753 -0.883 -0.120 -0.08 -0.08 -0.19 0.126
H 4.155 -1.527 0.365 0.06 -0.07 0.01 0.118
H 3.976 0.732 1.701 0.07 -0.02 0.09 0.100
H 3.719 0.694 -0.037 0.13 0.24 -0.05 0.114
H 6.042 1.544 1.309 0.17 -0.02 -0.02 0.085
H 4.926 -1.446 2.494 0.02 -0.01 0.09 0.057
C -1.082 -3.417 -1.042 -0.03 -0.05 -0.62 -0.220
C -2.002 -4.609 -1.095 -0.26 -0.25 0.33 -0.246
O -2.528 -4.657 -2.410 0.07 0.00 -0.27 -0.055
O -1.775 -2.239 -1.454 0.02 -0.22 0.59 -0.083
H -0.264 -3.566 -1.752 0.17 -0.14 0.23 0.127
H -0.694 -3.320 -0.030 0.06 0.33 -0.03 0.116
H -2.816 -4.490 -0.365 0.04 0.07 -0.04 0.112
H -1.450 -5.518 -0.826 0.03 0.04 -0.14 0.123
H -3.202 -5.337 -2.504 0.02 0.05 0.17 0.097
H -2.477 -2.559 -2.036 0.01 0.21 -0.21 0.087
C -5.081 -2.369 0.840 -0.73 -0.15 -0.02 -0.243
C -4.512 -1.141 0.210 0.44 0.88 0.05 -0.261
O -5.525 -0.189 -0.092 -0.20 -0.24 0.05 -0.050
O -5.708 -3.208 -0.137 0.37 0.06 0.03 -0.062
H -5.840 -2.065 1.571 0.10 0.05 0.05 0.123
H -4.287 -2.884 1.386 0.07 -0.15 -0.14 0.113
H -3.939 -1.363 -0.687 0.03 -0.28 0.02 0.102
H -3.813 -0.700 0.939 -0.01 -0.04 -0.09 0.118
H -5.180 0.420 -0.751 0.01 -0.03 0.06 0.087
H -5.605 -4.121 0.136 -0.10 -0.06 0.05 0.072
C 1.266 -0.181 3.804 -0.11 0.24 -0.44 -0.192
C 1.683 1.280 3.895 0.25 0.16 -0.45 -0.248
O 0.570 2.098 4.212 0.20 -0.03 0.08 -0.049
O 2.063 -0.903 2.839 0.02 0.11 0.82 -0.087
H 0.250 -0.162 3.412 -0.10 -0.17 0.14 0.113
H 1.279 -0.660 4.784 -0.05 -0.19 -0.07 0.126
H 2.034 1.562 2.898 -0.17 0.10 0.06 0.093
H 2.529 1.463 4.563 -0.07 -0.14 0.16 0.125
H 0.488 2.148 5.168 -0.08 0.06 0.04 0.090
H 2.680 -1.435 3.347 0.08 -0.18 -0.16 0.091
```
Forces are in eV/Å.

Results
- Gap between HOMO and LUMO: 9.224 eV
- Highest occupied orbital energy: -0.3464 Ha
- Electronic energy: -43860.3917 eV
- Largest force on an atom: 1.10 eV Å⁻¹
- SMILES: OCCO.OCCO.OCCO.OCCO.OCCO.OCCO.OCCO
- Lowest unoccupied orbital energy: -0.20 eV

=====

2.
Here is FGaHMgNO3S2 as an isolated structure in a non-equilibrium geometry from OMol25. Energies are from wB97M-V/def2-TZVPD.

Geometry as XYZ:
```
10
Properties=species:S:1:pos:R:3:forces:R:3:lowdin_charge:R:1
Mg 0.974 3.202 0.236 -0.33 -1.95 -1.09 1.118
N 0.073 0.348 -1.075 1.40 1.60 0.78 -0.788
S 0.203 1.934 -1.848 0.27 0.55 0.90 0.474
S 0.954 0.052 0.172 0.63 -2.59 0.74 0.793
O -0.093 -1.370 0.827 4.07 4.32 -1.38 -0.285
O 1.347 1.257 0.961 -0.45 -0.36 -0.22 -0.470
F 2.432 -0.475 -0.345 -2.01 0.60 0.93 -0.181
Ga -1.292 -1.003 -0.673 -2.17 -1.29 -1.14 0.539
O -2.119 -2.113 0.449 -1.31 -0.93 0.40 -0.227
H -2.478 -1.832 1.295 -0.11 0.05 0.09 0.026
```
Forces are in eV/Å.

Results
- Gap between HOMO and LUMO (spin up / spin down): 3.952 / 6.123 eV
- Highest occupied orbital energy (spin up / spin down): -0.4078 / -0.4883 Ha
- Total charge: +1
- Spin multiplicity: 2
- Electronic energy: -89846.1210 eV
- Largest force on an atom: 6.10 eV Å⁻¹
- Lowest unoccupied orbital energy (spin up / spin down): -7.14 / -7.16 eV

=====

3.
Here is C54H38BrIrN6O2S as an isolated structure in a non-equilibrium geometry from OMol25. Energies are from wB97M-V/def2-TZVPD.

Geometry as XYZ:
```
103
Properties=species:S:1:pos:R:3:forces:R:3:lowdin_charge:R:1
Ir 0.057 0.131 0.174 -0.81 -1.84 0.32 1.458
C -5.223 -1.613 5.383 -0.07 0.02 0.01 -0.092
C -5.142 -0.254 5.132 -0.13 0.10 0.03 -0.081
C -4.211 0.239 4.234 0.13 0.02 -0.04 -0.032
C -3.343 -0.632 3.587 -0.16 -0.03 0.16 -0.212
C -3.427 -1.999 3.843 0.00 0.09 -0.01 -0.025
C -4.367 -2.486 4.732 -0.08 -0.04 0.06 -0.076
C -2.334 -0.180 2.604 0.43 0.27 -0.28 -0.103
C -0.995 -0.190 3.009 -0.20 0.24 -0.75 -0.237
C -0.528 -0.254 4.351 0.89 0.05 0.32 0.023
C 0.811 0.033 4.312 -0.71 -0.03 0.58 -0.014
C 1.164 0.226 2.950 1.06 0.74 -0.60 -0.241
C 2.467 0.540 2.432 -1.38 -1.65 -1.02 -0.029
C 3.329 1.456 3.097 1.22 0.71 1.05 -0.148
C 4.666 1.675 2.686 -0.54 -0.24 0.01 -0.015
C 5.511 2.488 3.408 0.12 0.23 0.19 -0.081
C 5.050 3.177 4.524 -0.16 -0.09 -0.07 -0.082
C 3.708 3.077 4.872 0.31 0.16 0.12 -0.078
C 2.862 2.249 4.173 -0.09 -0.40 -0.54 -0.019
C 2.869 -0.150 1.218 -0.43 0.97 0.95 -0.230
N 2.057 -0.314 0.161 -0.36 -0.25 -0.24 -0.031
C 2.754 -1.027 -0.798 -0.62 0.05 -0.33 -0.243
C 2.275 -1.274 -2.097 -0.39 0.57 0.47 -0.082
C 3.121 -1.983 -3.067 0.19 -0.20 -0.17 -0.186
C 4.452 -1.633 -3.293 -0.13 0.02 -0.05 -0.031
C 5.194 -2.294 -4.255 0.14 -0.05 -0.09 -0.074
C 4.627 -3.308 -5.010 0.02 -0.04 0.00 -0.087
C 3.312 -3.678 -4.779 0.06 -0.06 -0.10 -0.077
C 2.569 -3.029 -3.812 0.06 -0.02 0.12 -0.057
C 1.021 -0.829 -2.556 0.31 -0.02 0.42 -0.227
C 0.616 -0.770 -3.925 -0.61 0.21 -0.30 0.005
C -0.644 -0.252 -3.949 0.47 -0.24 -0.23 0.025
C -1.024 -0.002 -2.593 -0.34 -0.04 0.16 -0.227
N 0.009 -0.346 -1.776 0.09 0.87 -0.28 -0.057
C -2.306 0.389 -2.186 0.39 -0.15 0.55 -0.056
C -2.743 0.466 -0.852 0.25 0.00 -0.82 -0.234
C -4.117 0.498 -0.446 -0.14 -0.01 0.45 0.018
C -4.134 0.288 0.898 -0.18 -0.02 -0.47 0.017
C -2.772 0.173 1.320 0.52 -0.17 0.27 -0.263
N -1.954 0.330 0.237 0.12 0.22 0.19 -0.087
C -3.302 0.539 -3.269 -0.20 0.03 -0.06 -0.218
C -4.224 -0.476 -3.506 0.06 0.05 -0.01 -0.034
C -5.105 -0.381 -4.567 -0.11 -0.07 -0.02 -0.079
C -5.085 0.733 -5.390 -0.07 0.01 -0.05 -0.091
C -4.180 1.753 -5.146 -0.04 0.06 -0.12 -0.077
C -3.287 1.657 -4.094 -0.04 -0.08 0.13 -0.026
C 4.019 -1.385 -0.262 0.23 0.05 0.78 -0.010
C 4.092 -0.829 0.992 0.42 -0.14 -0.71 -0.020
N 0.077 0.047 2.181 -0.50 0.28 0.04 -0.062
H -5.959 -1.988 6.078 -0.06 -0.05 0.06 0.099
H -5.821 0.427 5.627 -0.01 0.04 0.06 0.102
H -4.143 1.302 4.039 -0.01 0.02 -0.02 0.124
H -2.760 -2.669 3.320 0.07 -0.06 -0.04 0.091
H -4.447 -3.548 4.911 0.05 -0.11 0.03 0.101
H -1.125 -0.445 5.224 -0.10 -0.11 0.04 0.116
H 1.502 0.066 5.131 0.10 0.00 0.21 0.112
H 5.025 1.218 1.779 0.07 -0.05 0.01 0.097
H 6.539 2.603 3.093 0.02 0.03 -0.05 0.104
H 5.714 3.816 5.085 0.06 0.06 0.03 0.100
H 3.320 3.664 5.694 -0.03 0.04 0.04 0.104
H 1.809 2.236 4.408 -0.02 0.00 0.08 0.109
H 4.894 -0.823 -2.732 -0.01 0.09 0.00 0.118
H 6.222 -2.011 -4.431 0.06 0.06 0.00 0.104
H 5.207 -3.806 -5.774 0.03 -0.03 -0.03 0.101
H 2.859 -4.466 -5.362 -0.02 -0.10 -0.04 0.103
H 1.546 -3.331 -3.626 -0.05 0.06 0.00 0.114
H 1.221 -1.046 -4.766 0.05 -0.06 -0.11 0.112
H -1.257 -0.058 -4.808 -0.05 -0.02 -0.12 0.113
H -4.952 0.617 -1.111 -0.12 0.04 -0.04 0.112
H -4.991 0.190 1.537 -0.11 0.02 0.10 0.111
H -4.234 -1.345 -2.861 0.03 -0.05 0.02 0.125
H -5.806 -1.182 -4.754 -0.07 -0.04 -0.02 0.102
H -5.778 0.806 -6.216 -0.02 0.02 -0.05 0.100
H -4.165 2.625 -5.782 0.00 0.11 -0.08 0.102
H -2.570 2.441 -3.898 0.08 0.08 -0.01 0.123
H 4.767 -1.989 -0.739 0.05 -0.12 -0.06 0.105
H 4.898 -0.926 1.693 0.12 0.00 0.12 0.110
Br 0.071 9.112 -0.549 -0.04 -0.12 0.06 0.710
C 0.037 7.222 -0.314 -0.05 0.15 -0.02 -0.683
C -0.645 6.443 -1.233 0.03 0.20 -0.03 -0.121
C -0.603 5.070 -1.098 0.08 0.01 0.08 -0.014
C 0.108 4.486 -0.060 -0.07 -0.07 -0.04 -0.125
C 0.738 5.284 0.889 -0.08 -0.15 -0.13 -0.008
C 0.704 6.661 0.762 0.03 0.14 -0.03 -0.123
C 0.182 2.990 -0.009 0.10 0.20 -0.05 -0.624
O 0.672 2.443 0.998 0.17 -0.37 0.19 -0.007
O -0.245 2.345 -0.990 0.00 -0.39 0.06 -0.018
H -1.186 6.896 -2.050 0.00 0.09 -0.02 0.099
H -1.112 4.427 -1.796 -0.03 -0.06 -0.12 0.112
H 1.259 4.820 1.714 0.04 -0.07 0.02 0.116
H 1.199 7.291 1.484 0.06 0.07 0.03 0.098
S -1.421 -2.580 0.596 0.20 0.95 0.01 0.810
C -0.494 -3.841 0.057 0.15 -0.05 -0.12 -0.844
N 0.704 -3.760 -0.536 -0.08 -0.09 0.13 0.046
C 1.292 -5.063 -0.774 0.31 -0.18 -0.21 -0.125
C 0.202 -6.033 -0.265 0.16 -0.40 -0.05 -0.135
N -0.848 -5.134 0.156 0.02 -0.04 -0.03 0.009
H 1.200 -2.889 -0.678 -0.17 -0.05 0.10 0.100
H 2.227 -5.171 -0.215 -0.11 -0.04 -0.13 0.122
H 1.500 -5.207 -1.838 0.04 -0.01 0.13 0.107
H 0.563 -6.631 0.578 -0.02 0.00 -0.13 0.117
H -0.157 -6.709 -1.046 0.14 0.06 0.06 0.116
H -1.706 -5.437 0.581 0.06 0.22 0.04 0.137
```
Forces are in eV/Å.

Results
- Gap between HOMO and LUMO (spin up / spin down): 5.199 / 5.048 eV
- Highest occupied orbital energy (spin up / spin down): -0.2361 / -0.2383 Ha
- Electronic energy: -153368.5469 eV
- Largest force on an atom: 2.38 eV Å⁻¹
- Lowest unoccupied orbital energy (spin up / spin down): -1.23 / -1.44 eV

=====

4.
Here is C22H69BO11Pd as an isolated structure in a non-equilibrium geometry from OMol25. Energies are from wB97M-V/def2-TZVPD.

Geometry as XYZ:
```
104
Properties=species:S:1:pos:R:3:forces:R:3:lowdin_charge:R:1
Pd 3.031 5.212 10.440 1.00 1.83 0.69 0.963
B 3.077 5.889 12.631 -0.86 -0.22 0.21 -0.399
H 2.839 4.839 12.708 -0.95 -4.73 0.61 -0.045
H 3.953 5.902 12.001 3.80 0.86 -2.93 -0.066
H 2.136 6.261 12.256 -3.65 2.18 -1.85 -0.046
H 3.313 6.221 13.630 1.12 1.46 3.20 -0.005
C 1.469 8.879 9.661 1.82 -0.78 -0.33 -0.050
C 2.336 7.887 8.807 -1.10 -1.60 1.10 -0.316
O 3.404 7.108 9.386 -0.44 0.57 -0.16 -0.300
H 2.058 9.740 9.975 -0.27 0.18 -0.02 0.049
H 1.115 8.340 10.540 0.00 0.13 0.00 0.039
H 0.630 9.140 9.016 -0.02 0.29 0.19 0.060
H 2.598 8.279 7.824 0.48 0.26 0.05 0.098
H 1.577 7.131 8.603 -0.32 -0.32 -0.65 0.070
C 6.255 4.287 5.085 -0.13 -0.64 -0.11 -0.084
C 5.742 5.354 6.012 1.04 0.60 0.32 -0.363
O 4.351 5.309 6.067 -1.61 -0.61 -0.43 -0.071
H 5.771 4.340 4.110 -0.12 -0.02 0.03 0.075
H 6.060 3.311 5.531 -0.21 -0.15 -0.16 0.072
H 7.330 4.302 4.904 0.05 0.42 0.22 0.074
H 6.062 6.343 5.684 0.18 0.06 -0.02 0.107
H 6.117 5.207 7.025 0.43 0.01 -0.01 0.098
H 3.972 6.045 6.553 0.39 0.14 0.09 0.063
C 2.184 11.623 12.410 0.58 1.89 1.91 -0.052
C 2.908 12.157 13.751 -1.48 -1.25 -1.10 -0.277
O 2.942 13.589 13.898 0.31 -1.12 -0.57 -0.080
H 1.196 12.083 12.390 -0.10 0.03 -0.11 0.071
H 2.030 10.546 12.484 0.44 0.05 -0.24 0.051
H 2.735 11.981 11.541 -0.02 -0.47 0.01 0.030
H 3.871 11.652 13.818 0.44 0.48 -0.11 0.102
H 2.324 11.751 14.577 -0.11 -0.05 0.14 0.083
H 3.390 13.690 14.741 0.01 0.47 0.09 0.075
C 0.267 9.483 14.724 0.62 0.21 -1.99 -0.054
C 0.618 8.300 13.773 -0.10 1.05 1.43 -0.323
O -0.145 7.206 14.185 0.22 -1.23 -0.01 -0.078
H -0.818 9.583 14.676 0.02 0.13 0.63 0.078
H 0.687 10.357 14.225 -0.15 0.39 0.19 0.024
H 0.721 9.460 15.715 -0.41 -0.49 0.00 0.079
H 1.687 8.095 13.831 -0.10 -0.38 0.00 0.094
H 0.381 8.527 12.734 0.07 0.39 -0.10 0.081
H -1.012 7.304 13.784 -0.34 0.00 0.02 0.043
C 4.057 12.027 9.219 0.62 1.13 1.30 -0.070
C 5.144 13.066 9.766 -1.52 0.01 -2.05 -0.282
O 6.436 12.612 9.467 0.68 -0.71 0.78 -0.083
H 4.100 11.761 8.163 0.42 0.36 -0.02 0.062
H 3.079 12.456 9.439 -0.14 0.10 -0.23 0.052
H 4.082 11.097 9.787 0.30 -0.03 0.06 0.048
H 4.919 13.412 10.776 0.32 -0.86 0.50 0.106
H 5.103 14.011 9.225 -0.84 0.13 -0.40 0.100
H 7.031 12.878 10.172 0.14 -0.05 -0.01 0.089
C -2.210 13.165 9.987 -0.05 0.57 0.70 -0.096
C -1.227 12.437 9.133 0.13 -1.26 -0.39 -0.315
O -1.655 12.471 7.730 0.53 0.09 1.78 -0.074
H -1.832 14.182 10.095 -0.90 0.41 -0.40 0.075
H -2.269 12.841 11.026 0.45 -0.55 0.02 0.070
H -3.235 13.031 9.639 0.13 0.55 -0.37 0.082
H -1.093 11.425 9.513 -0.62 -0.69 -0.44 0.090
H -0.213 12.780 9.340 0.17 0.84 -0.72 0.099
H -1.013 11.958 7.234 0.30 0.06 -0.21 0.032
C 0.217 9.776 5.678 1.58 0.89 -0.16 -0.047
C 1.494 10.711 5.571 0.03 -1.13 0.21 -0.305
O 1.235 11.900 6.229 -1.52 1.63 1.00 -0.087
H 0.073 9.589 6.742 -0.22 0.07 0.01 0.047
H 0.385 8.810 5.201 0.07 0.09 -0.13 0.066
H -0.668 10.242 5.245 0.08 0.06 0.05 0.074
H 1.858 10.976 4.578 -0.37 -0.62 -0.45 0.108
H 2.331 10.270 6.113 0.11 -0.77 -0.24 0.090
H 2.008 12.356 6.570 0.16 -0.30 -0.19 0.083
C 7.241 9.440 8.498 1.06 0.23 0.26 -0.086
C 5.936 8.870 8.013 0.82 1.81 0.57 -0.339
O 5.952 7.479 8.020 -0.05 -0.07 -0.49 -0.085
H 7.448 9.049 9.494 0.24 0.08 0.06 0.075
H 7.262 10.530 8.525 -0.65 0.05 0.31 0.053
H 8.102 9.267 7.852 -0.05 -0.76 -0.14 0.074
H 5.793 9.378 7.060 -0.65 -0.58 -0.59 0.112
H 5.208 9.258 8.725 -0.49 -0.10 -0.13 0.094
H 5.077 7.235 8.331 -0.40 -0.51 0.33 0.023
C -1.424 7.238 10.610 0.17 -0.66 -0.18 -0.088
C -2.674 6.677 11.257 -0.57 0.90 -0.81 -0.310
O -2.472 6.487 12.633 -0.31 0.14 0.55 -0.070
H -0.691 6.441 10.731 0.55 0.06 -0.42 0.072
H -0.995 8.120 11.086 -0.49 0.00 0.31 0.056
H -1.569 7.491 9.559 0.01 -0.29 -0.08 0.081
H -3.063 5.767 10.800 0.55 -0.31 -0.25 0.105
H -3.499 7.362 11.059 -0.09 0.30 0.74 0.117
H -1.784 5.823 12.724 0.11 -0.23 0.14 0.086
C -1.229 4.966 6.130 0.83 0.11 1.04 -0.064
C -0.802 4.897 7.633 -1.04 -1.66 -1.22 -0.296
O -2.007 4.715 8.370 -0.42 0.54 0.48 -0.104
H -1.981 5.751 6.052 0.06 -0.07 -0.36 0.074
H -1.611 4.003 5.792 -0.41 0.07 0.40 0.071
H -0.382 5.121 5.461 0.08 0.54 0.14 0.066
H -0.220 5.726 8.035 0.10 0.14 -0.33 0.079
H -0.343 3.922 7.802 1.22 0.29 -0.34 0.105
H -1.735 4.232 9.153 -0.41 0.04 0.20 0.073
C 6.571 5.820 10.610 1.24 0.15 1.26 -0.062
C 6.239 4.524 11.361 0.77 3.19 2.08 -0.327
O 5.102 3.980 10.851 -2.19 -2.49 -2.73 -0.128
H 7.132 6.491 11.261 0.71 -0.44 0.57 0.079
H 5.796 6.574 10.464 -0.72 -0.94 -0.89 0.057
H 7.279 5.622 9.806 -0.72 0.25 -0.53 0.082
H 5.868 4.720 12.367 1.05 0.80 0.68 0.109
H 7.121 3.895 11.484 -0.14 -0.46 -0.67 0.123
H 4.916 3.189 11.362 -0.35 -0.18 -0.08 0.111
```
Forces are in eV/Å.

Results
- Gap between HOMO and LUMO (spin up / spin down): 8.700 / 6.926 eV
- Highest occupied orbital energy (spin up / spin down): -0.3574 / -0.3566 Ha
- Spin multiplicity: 3
- Electronic energy: -50599.9698 eV
- Largest force on an atom: 4.87 eV Å⁻¹
- Lowest unoccupied orbital energy (spin up / spin down): -1.03 / -2.78 eV

=====

Question: largest force on an atom of number 1 (C14H42O14)?
Answer: 1.10 eV Å⁻¹